Record 1
A 2-piece molecular cluster, C21H36IN3O5S overall at a distorted geometry. Source: the OMol25 dataset; level of theory: ωB97M-V/def2-TZVPD.

```
67
Properties=species:S:1:pos:R:3
C 3.946 -1.884 2.544
O 3.731 -1.170 1.331
C 2.504 -0.451 1.502
C 2.085 0.372 0.267
C 1.396 -0.435 -0.897
C 1.794 -1.930 -1.014
C 1.052 -2.933 -0.063
C -0.297 -2.455 0.525
C -1.452 -2.307 -0.503
C -2.884 -2.533 0.079
C -3.199 -1.844 1.445
C -3.927 -0.454 1.403
C -3.729 0.143 2.808
N -3.627 0.588 3.836
C -5.481 -0.502 1.190
C -6.022 -1.721 0.391
O -7.466 -1.792 0.410
C -8.050 -0.715 -0.216
O -8.492 -0.755 -1.293
C -3.235 0.619 0.440
N -1.763 0.623 0.599
I -3.907 0.536 -1.610
C -3.706 1.993 0.967
N -4.061 2.950 1.427
H 3.190 -2.697 2.649
H 4.957 -2.329 2.564
H 3.830 -1.223 3.434
H 2.663 0.280 2.337
H 1.731 -1.160 1.868
H 2.931 0.973 -0.135
H 1.337 1.121 0.620
H 0.311 -0.247 -0.841
H 1.733 0.051 -1.838
H 1.579 -2.243 -2.061
H 2.886 -2.052 -0.882
H 0.958 -3.912 -0.579
H 1.729 -3.125 0.801
H -0.230 -1.514 1.110
H -0.626 -3.227 1.263
H -1.302 -3.100 -1.273
H -1.457 -1.352 -1.059
H -2.970 -3.630 0.259
H -3.634 -2.326 -0.709
H -2.315 -1.724 2.099
H -3.870 -2.536 1.999
H -5.942 -0.560 2.199
H -5.839 0.448 0.750
H -5.724 -1.684 -0.677
H -5.681 -2.662 0.859
H -8.107 0.231 0.378
H -1.408 0.914 -0.315
H -1.530 1.386 1.237
O 4.899 1.842 -0.400
S 4.280 2.464 -1.542
O 3.027 2.003 -2.086
C 4.166 4.222 -1.238
C 5.487 4.780 -1.757
C 5.749 4.063 -3.086
C 5.491 2.569 -2.861
H 4.008 4.403 -0.177
H 3.323 4.605 -1.815
H 5.442 5.861 -1.882
H 6.291 4.554 -1.051
H 5.064 4.445 -3.847
H 6.764 4.236 -3.445
H 5.092 2.088 -3.753
H 6.391 2.051 -2.532
```

Output
* lowest unoccupied orbital energy: -0.472 eV
* SMILES string: COCCCCCCCCC[C@](C#N)(CCOC=O)[C@@](N)(I)C#N.O=S1(=O)CCCC1

---

Record 2
C21H36N2O18P2S as an isolated structure at a distorted geometry. Source: the OMol25 dataset; level of theory: ωB97M-V/def2-TZVPD.

```
80
Properties=species:S:1:pos:R:3
O -3.440 -0.835 6.079
P -4.788 -0.779 6.663
O -5.741 0.315 5.983
O -4.812 -0.347 8.195
P -5.645 -2.780 6.591
C -4.717 -3.396 5.155
C -3.457 -4.027 5.443
C -2.669 -4.508 4.457
C -3.119 -4.380 3.122
N -2.474 -4.786 2.017
S -3.395 -4.387 0.780
N -4.648 -3.714 1.516
C -4.375 -3.765 2.831
C -5.177 -3.264 3.880
H -5.847 0.119 5.042
H -5.103 0.569 8.304
H -6.933 -2.569 6.068
H -3.129 -4.101 6.472
H -1.718 -4.966 4.683
H -6.121 -2.775 3.677
C -2.339 2.014 7.212
O -2.435 3.394 7.593
C -3.154 4.149 6.766
O -3.715 3.777 5.770
O -3.143 5.399 7.236
C -3.880 6.332 6.440
H -1.732 1.534 7.974
H -3.316 1.544 7.177
H -1.860 1.909 6.241
H -4.928 6.047 6.388
H -3.463 6.392 5.437
H -3.781 7.291 6.940
C 0.457 4.068 8.296
O 1.019 3.077 9.165
C 2.255 2.703 8.846
O 2.906 3.119 7.924
O 2.653 1.782 9.726
C 3.976 1.288 9.499
H -0.536 4.276 8.671
H 1.056 4.977 8.319
H 0.394 3.690 7.278
H 4.704 2.094 9.567
H 4.045 0.811 8.523
H 4.158 0.558 10.281
C -2.463 -1.781 -1.769
O -2.216 -1.730 -3.175
C -1.226 -2.527 -3.581
O -0.574 -3.249 -2.873
O -1.091 -2.387 -4.896
C -0.055 -3.192 -5.473
H -3.284 -1.096 -1.577
H -2.750 -2.784 -1.465
H -1.586 -1.461 -1.209
H -0.256 -4.249 -5.312
H 0.913 -2.931 -5.052
H -0.055 -2.977 -6.537
C 3.479 -0.968 -8.928
O 3.257 -1.940 -9.957
C 2.526 -2.984 -9.577
O 2.062 -3.159 -8.480
O 2.394 -3.804 -10.617
C 1.624 -4.979 -10.348
H 4.083 -0.187 -9.382
H 2.535 -0.551 -8.585
H 4.017 -1.410 -8.093
H 0.610 -4.715 -10.055
H 2.092 -5.573 -9.565
H 1.606 -5.542 -11.276
C 5.431 2.391 -12.180
O 5.793 2.437 -10.796
C 6.859 3.193 -10.534
O 7.503 3.807 -11.342
O 7.087 3.149 -9.222
C 8.213 3.922 -8.795
H 4.559 1.746 -12.237
H 5.180 3.385 -12.544
H 6.240 1.971 -12.774
H 8.067 4.974 -9.033
H 9.125 3.561 -9.264
H 8.272 3.790 -7.719
```

Output
* lowest unoccupied orbital energy: -0.730 eV

---

Record 3
C21H36N2O6P2S as an isolated structure at a distorted geometry. Source: the OMol25 dataset; level of theory: ωB97M-V/def2-TZVPD.

```
68
Properties=species:S:1:pos:R:3
C 5.157 2.308 2.330
C 6.505 2.345 1.598
C 6.685 3.477 0.570
C 5.447 3.823 -0.290
C 4.661 5.040 0.261
C 3.179 5.060 -0.204
C 2.177 5.575 0.843
C 2.308 4.910 2.205
C 1.179 5.225 3.180
O -0.180 5.229 2.660
S -0.905 3.818 2.360
O -0.294 2.760 3.127
O -0.466 3.502 0.766
P -1.134 2.057 0.265
P 0.417 0.550 0.311
O -0.129 -0.629 -0.383
O 1.737 1.118 -0.388
O 0.771 0.168 1.814
H 4.706 3.279 2.468
H 4.480 1.625 1.825
H 5.329 1.884 3.317
H 7.263 2.502 2.362
H 6.742 1.379 1.160
H 7.468 3.151 -0.110
H 7.014 4.389 1.059
H 4.793 2.982 -0.487
H 5.831 4.144 -1.258
H 5.130 5.926 -0.155
H 4.787 5.056 1.337
H 2.889 4.100 -0.615
H 3.120 5.759 -1.037
H 2.324 6.653 0.906
H 1.184 5.457 0.424
H 2.505 3.846 2.094
H 3.201 5.327 2.669
H 1.349 6.247 3.499
H 1.265 4.622 4.077
H -1.364 2.274 -1.111
H 2.403 0.413 -0.404
H 1.457 0.752 2.176
C -4.427 -8.674 -4.899
N -4.441 -7.548 -3.933
C -4.948 -7.750 -2.706
C -4.946 -6.744 -1.769
C -4.407 -5.500 -2.086
C -3.909 -5.316 -3.373
C -3.938 -6.353 -4.278
C -4.336 -4.405 -1.087
C -3.113 -3.836 -0.750
C -3.062 -2.790 0.144
N -4.189 -2.309 0.693
C -5.383 -2.849 0.405
C -5.483 -3.898 -0.478
C -4.110 -1.151 1.614
H -5.445 -9.030 -5.028
H -3.792 -9.458 -4.495
H -4.031 -8.331 -5.849
H -5.343 -8.733 -2.493
H -5.347 -6.948 -0.786
H -3.497 -4.366 -3.683
H -3.556 -6.244 -5.282
H -2.188 -4.200 -1.176
H -2.125 -2.320 0.421
H -6.248 -2.416 0.886
H -6.462 -4.298 -0.701
H -4.556 -1.421 2.568
H -4.645 -0.325 1.154
H -3.065 -0.889 1.748
```

Output
* lowest unoccupied orbital energy: -7.453 eV
* total charge: +2

---

Record 4
C21H36NiP2Te as an isolated structure at a distorted geometry. Source: the OMol25 dataset; level of theory: ωB97M-V/def2-TZVPD.

```
61
Properties=species:S:1:pos:R:3
P -1.075 1.601 -1.144
P 0.621 -1.127 2.053
C 0.046 -0.057 -0.888
C 0.095 -1.202 0.208
H 1.053 0.286 -1.145
H -0.381 -0.607 -1.727
H -0.785 -1.864 0.116
H 0.995 -1.753 -0.070
C 2.445 -1.269 2.050
H 2.843 -1.088 3.060
H 2.908 -0.557 1.352
H 2.709 -2.292 1.737
C -0.047 -2.684 2.650
H 0.766 -3.427 2.680
H -0.827 -3.034 1.954
H -0.475 -2.550 3.655
C -0.288 2.890 -2.105
H -0.819 3.832 -1.880
H -0.379 2.687 -3.183
H 0.776 3.021 -1.856
C -2.459 0.943 -2.071
H -2.678 -0.097 -1.785
H -2.261 0.982 -3.153
H -3.327 1.574 -1.833
Ni -0.374 0.549 0.792
C 1.682 -2.739 -1.911
C 2.675 -1.923 -1.492
C 3.634 -1.243 -2.426
C 2.993 -0.542 -3.646
C 1.592 -0.037 -3.451
C 0.477 -0.735 -3.742
C 0.462 -2.186 -4.132
C 1.428 -3.107 -3.337
C -1.660 2.280 0.450
H 1.096 -3.346 -1.206
H 2.996 -1.895 -0.443
H 4.384 -1.965 -2.803
H 4.203 -0.494 -1.856
H 3.627 0.329 -3.877
H 3.046 -1.215 -4.517
H 1.539 1.020 -3.169
H -0.492 -0.231 -3.875
H 0.680 -2.309 -5.212
H -0.566 -2.559 -3.986
H 0.946 -4.099 -3.321
H 2.365 -3.217 -3.904
H -1.670 1.588 1.327
H -2.717 2.534 0.285
H -1.091 3.180 0.701
Te 0.239 1.023 3.358
C -1.607 1.736 4.340
C -1.498 3.086 4.701
C -2.535 3.719 5.402
C -3.692 3.001 5.731
C -3.803 1.648 5.376
C -2.759 1.005 4.671
H -0.588 3.635 4.447
H -2.429 4.762 5.704
H -4.497 3.497 6.278
H -4.705 1.098 5.662
H -2.839 -0.051 4.405
```

Output
* multiplicity: 3
* lowest unoccupied orbital energy (spin up / spin down): 0.374 / 0.291 eV